1.
Here is C20H17CuN5 as an isolated structure from OMol25. Energies are from wB97M-V/def2-TZVPD.

Element x y z (Å)
Cu (-0.002, -0.028, -0.030)
N (0.925, -1.770, -0.476)
N (0.870, 0.304, 1.790)
N (1.020, -1.174, -2.748)
N (-0.887, 1.729, 0.530)
N (-0.933, -0.264, -1.807)
C (0.339, 1.155, 3.947)
C (-1.550, 2.592, -0.240)
C (2.423, -2.931, -1.921)
C (2.761, -3.791, -0.903)
C (-0.222, -0.588, -2.892)
C (1.456, -1.947, -1.691)
C (1.223, -2.652, 0.501)
C (-0.729, -0.379, -4.180)
C (-1.719, 2.823, 2.469)
C (0.088, 1.056, 2.588)
C (-2.018, 0.077, -4.328)
C (-2.215, 0.132, -1.964)
C (-2.798, 0.301, -3.192)
C (-0.915, 1.868, 1.869)
C (1.460, 0.528, 4.471)
C (1.971, -0.261, 2.286)
C (-2.446, 3.693, 1.669)
C (2.312, -0.161, 3.623)
C (-2.331, 3.603, 0.292)
C (2.116, -3.678, 0.330)
H (-3.831, 0.609, -3.267)
H (2.314, -4.366, 1.138)
H (-1.445, 2.477, -1.310)
H (-1.769, 2.907, 3.545)
H (-0.119, -0.607, -5.044)
H (-2.433, 0.228, -5.315)
H (1.508, -1.337, -3.614)
H (2.600, -0.801, 1.592)
H (0.709, -2.517, 1.442)
H (-0.313, 1.728, 4.589)
H (-3.072, 4.454, 2.116)
H (-2.776, 0.305, -1.057)
H (-2.842, 4.297, -0.360)
H (3.494, -4.569, -1.067)
H (1.682, 0.600, 5.528)
H (2.872, -3.029, -2.901)
H (3.220, -0.617, 3.990)

As for the lowest unoccupied orbital energy (alpha / beta): -6.58 / -7.29 eV. As for the HOMO-LUMO gap (alpha / beta): 8.16 / 7.44 eV. Its expectation value of S² is 0.75. The largest force on an atom comes out at 0.5 eV Å⁻¹. As for the molar mass: 390.94 g mol⁻¹. As for the charge: +2. The multiplicity is 2. The HOMO energy (alpha / beta) comes out at -14.74 / -14.72 eV.

2.
Here is one molecule with the formula C20H17F4NOS at a distorted geometry from OMol25. Energies are from wB97M-V/def2-TZVPD.

Element x y z (Å)
S (-2.630, 0.891, 0.086)
F (-2.718, 3.232, -1.921)
F (1.566, 4.723, -3.566)
F (2.792, 2.660, -2.363)
F (-1.216, 5.074, -3.331)
O (2.287, 0.382, -0.659)
N (0.084, 0.474, 0.190)
C (-0.587, -3.226, 2.000)
C (0.722, 1.955, -1.420)
C (-1.357, 3.157, -1.957)
C (0.061, -0.870, 2.205)
C (-0.248, -2.133, 2.777)
C (-0.633, 2.155, -1.240)
C (0.807, 3.879, -2.841)
C (1.454, 2.797, -2.227)
C (-0.607, 4.059, -2.705)
C (-0.592, -3.152, 0.600)
C (0.466, 0.203, 3.181)
C (-0.363, 1.505, 3.168)
C (0.743, -2.756, -2.193)
C (-0.004, -0.764, 0.793)
C (1.930, 0.513, 2.976)
C (-0.380, -1.881, -1.551)
C (-0.297, -1.926, -0.020)
C (-1.734, -2.387, -2.083)
C (1.207, 0.900, -0.526)
C (-1.059, 1.178, -0.279)
H (-1.898, -3.425, -1.953)
H (0.783, -3.730, -1.721)
H (0.361, -0.198, 4.181)
H (-2.603, -1.812, -1.654)
H (-1.423, 1.285, 3.153)
H (-0.160, 2.077, 2.233)
H (-0.853, -4.156, 2.479)
H (0.613, -2.916, -3.282)
H (-1.760, -2.207, -3.162)
H (2.546, -0.322, 3.266)
H (2.193, 0.717, 1.931)
H (-0.224, -0.876, -1.924)
H (2.166, 1.433, 3.515)
H (-0.102, -2.328, 3.836)
H (-0.177, 2.107, 4.044)
H (-0.863, -3.995, 0.000)
H (1.708, -2.296, -2.037)

As for the lowest unoccupied orbital energy: -1.59 eV. As for the HOMO-LUMO gap: 7.53 eV. As for the SMILES: CC(C)c1cccc(C(C)C)c1N1C(=O)c2c(F)c(F)c(F)c(F)c2C1=S. The largest force on an atom comes out at 3.5 eV Å⁻¹. As for the molar mass: 395.42 g mol⁻¹. As for the charge: 0. The multiplicity is 1. For the energy relative to the best compared isomer or geometry (same formula, charge and spin), the calculation gives 0.00 kcal/mol. The HOMO energy comes out at -9.12 eV.

3.
Here is C20H17N3O4S2 as an isolated structure at a distorted geometry from OMol25. Energies are from wB97M-V/def2-TZVPD.

Element x y z (Å)
S (-1.826, -2.781, -1.805)
S (-3.773, -2.653, 0.042)
O (-3.845, -3.368, 1.320)
O (-0.532, -3.450, -1.984)
O (-1.880, -1.650, -2.701)
O (-4.598, -1.444, 0.021)
N (1.164, 1.586, 2.386)
N (-2.120, -2.260, -0.241)
N (4.882, 1.940, 1.512)
C (-4.235, -3.815, -1.280)
C (2.606, 3.709, 2.198)
C (2.288, 3.305, 0.750)
C (-1.343, -1.251, 0.372)
C (0.725, 0.042, 0.484)
C (0.331, 0.647, 1.713)
C (-1.731, -0.696, 1.605)
C (3.692, 1.423, 1.913)
C (3.668, 0.125, 2.490)
C (-4.517, -5.460, -3.568)
C (2.392, 2.246, 1.841)
C (-0.880, 0.262, 2.249)
C (6.003, 1.218, 1.647)
C (4.810, -0.654, 2.585)
C (-3.315, -4.751, -3.340)
C (-3.207, -3.914, -2.210)
C (6.014, -0.080, 2.171)
C (-5.382, -4.560, -1.470)
C (-5.514, -5.392, -2.602)
C (-0.109, -0.848, -0.166)
H (0.853, 1.874, 3.313)
H (3.600, 4.181, 2.354)
H (-4.680, -6.019, -4.501)
H (6.929, -0.652, 2.275)
H (3.056, 3.402, -0.031)
H (1.676, 0.315, 0.037)
H (-1.228, 0.726, 3.173)
H (4.763, -1.644, 3.052)
H (6.961, 1.648, 1.373)
H (2.758, -0.291, 2.830)
H (-2.515, -4.798, -4.078)
H (-6.454, -5.882, -2.787)
H (-2.623, -1.032, 2.125)
H (1.292, 3.433, 0.371)
H (-6.154, -4.521, -0.700)
H (0.247, -1.250, -1.118)
H (1.779, 4.188, 2.770)

As for the lowest unoccupied orbital energy: -0.23 eV. As for the HOMO-LUMO gap: 7.77 eV. The largest force on an atom comes out at 5.6 eV Å⁻¹. As for the molar mass: 427.51 g mol⁻¹. As for the charge: 0. The multiplicity is 1. For the energy relative to the best compared isomer or geometry (same formula, charge and spin), the calculation gives 40.58 kcal/mol. The HOMO energy comes out at -8.00 eV.

4.
Here is one molecule with the formula C20H17N5O2 at a distorted geometry from OMol25. Energies are from wB97M-V/def2-TZVPD.

Element x y z (Å)
O (1.906, 3.258, 3.201)
O (0.310, -3.550, -0.471)
N (3.363, 1.621, 1.067)
N (0.838, 4.029, 3.744)
N (2.466, 0.068, -0.287)
N (0.015, 2.567, 2.298)
N (-0.045, -1.483, 0.356)
C (3.181, -0.321, -2.538)
C (-0.259, 3.603, 3.181)
C (3.183, -1.004, -3.709)
C (-2.744, 3.452, 2.712)
C (-1.909, 4.009, 5.028)
C (1.461, 0.467, 0.605)
C (-0.585, -0.328, 1.941)
C (1.518, -1.850, -1.583)
C (2.012, 1.505, 1.358)
C (3.612, 0.755, 0.105)
C (2.330, -3.464, -6.105)
C (-1.629, 4.132, 3.521)
C (1.305, 2.399, 2.302)
C (1.509, -2.523, -2.835)
C (0.037, -0.040, 0.561)
C (2.325, -2.813, -5.101)
C (2.352, -0.712, -1.456)
C (0.584, -2.319, -0.538)
C (2.311, -2.077, -3.890)
C (-0.775, -1.826, 1.547)
H (-0.239, -2.520, 2.170)
H (-0.577, 0.548, -0.120)
H (-2.867, 2.411, 3.018)
H (3.841, -0.666, -4.477)
H (-2.538, 3.479, 1.639)
H (-1.127, 4.535, 5.631)
H (-1.772, -2.207, 1.423)
H (-1.552, 0.159, 2.148)
H (2.273, -4.074, -7.004)
H (-1.980, 2.987, 5.383)
H (4.599, 0.627, -0.377)
H (-1.663, 5.206, 3.274)
H (0.885, -3.422, -2.946)
H (-3.737, 3.899, 2.911)
H (-2.877, 4.452, 5.287)
H (0.034, -0.178, 2.842)
H (3.908, 0.491, -2.534)

As for the lowest unoccupied orbital energy: -0.26 eV. As for the HOMO-LUMO gap: 8.65 eV. As for the SMILES: C#Cc1ccc2c(c1)C(=O)N1CC[C@H]1c1c(-c3nc(C(C)C)no3)ncn1-2. The largest force on an atom comes out at 3.9 eV Å⁻¹. As for the molar mass: 359.39 g mol⁻¹. As for the charge: 0. The multiplicity is 1. For the energy relative to the best compared isomer or geometry (same formula, charge and spin), the calculation gives 66.27 kcal/mol. The HOMO energy comes out at -8.92 eV.

What is the charge in the second record? 0

The highest molar mass belongs to which entry? C20H17N3O4S2

Look up the charge of the fourth one. 0